Entry 1:
Below is C31H22CoN6O2 as an isolated structure at a distorted geometry, with properties calculated with ωB97M-V/def2-TZVPD.

Summary:
Kohn-Sham gap (spin up / spin down) = 6.913 / 6.924 eV
spin multiplicity = 4
HOMO level (spin up / spin down) = -7.80 / -7.80 eV

Element x y z (Å)
Co -1.4500 0.8427 -1.0360
N 6.5192 -2.5006 4.3862
C 5.5009 -2.2902 3.8938
C 4.4055 -1.7675 3.1103
C 3.2701 -2.5400 2.8367
C 2.2614 -2.0059 2.0719
C 2.3134 -0.7425 1.5570
C 3.4333 0.0591 1.8170
C 4.4773 -0.4124 2.6299
C 1.1612 -0.2928 0.7844
C 0.1960 0.3944 1.5113
C 0.2685 0.6640 2.9201
C -0.7629 1.5283 3.2612
C -1.4490 1.7318 2.0169
N -0.9440 0.9863 1.0502
C 1.2981 -0.4721 -0.5836
C 2.1925 -1.3220 -1.2746
C 1.8758 -1.2179 -2.6231
C 0.7626 -0.3503 -2.7078
N 0.3509 0.0312 -1.4760
H 3.2636 -3.5773 3.1958
H 1.4154 -2.6010 1.8808
H 3.4792 0.9940 1.2729
H 5.3682 0.1593 2.7164
H 1.0733 0.3148 3.5554
H -0.9103 1.9758 4.2635
H -2.4460 2.1915 2.0584
H 3.0251 -1.9531 -0.9580
H 2.3016 -1.7691 -3.4567
H 0.2458 -0.0724 -3.5728
O -5.2312 0.9624 -2.3338
C -4.1603 0.6818 -1.8535
O -3.1552 1.5212 -1.6287
C -3.9177 -0.7489 -1.4424
C -4.7693 -1.7958 -1.8791
C -4.4968 -3.1132 -1.6228
C -3.3085 -3.4502 -0.9478
C -2.8739 -4.7330 -0.5949
C -1.5769 -4.9607 -0.2122
C -0.6951 -3.8687 -0.0838
C -1.1860 -2.6247 -0.1397
C -2.4821 -2.3163 -0.6147
N -2.7926 -1.0211 -0.8584
H -5.5997 -1.5233 -2.5191
H -5.1766 -3.9588 -1.9094
H -3.5254 -5.6210 -0.7245
H -1.2434 -5.9634 -0.0957
H 0.3745 -3.9240 0.1047
H -0.5356 -1.7803 -0.1354
N 1.1118 6.7220 -1.1517
C 0.5766 5.4925 -1.1435
C 1.1218 4.3220 -0.4648
C 0.5871 3.0588 -0.6338
N -0.5268 2.8089 -1.3258
C -1.0357 3.8675 -1.9349
C -0.5985 5.1943 -1.8803
H 1.9368 6.8896 -0.5716
H 0.6054 7.5114 -1.4762
H 2.0017 4.4623 0.1275
H 1.1407 2.2344 -0.1544
H -1.8267 3.7950 -2.6326
H -1.2390 5.8936 -2.3681

Forces on atoms 1 to 2 (eV/Å):
0.032 0.400 0.733
-0.246 -0.343 0.235

How positive or negative is each atom? The natural (NBO) charges in e answer that: 1.53, -0.30, 0.27, -0.17, -0.16, -0.17, -0.06, -0.19, -0.16, 0.20, -0.04, -0.20, -0.33, 0.04, -0.59, -0.05, -0.22, -0.32, 0.02, -0.62, 0.23, 0.21, 0.22, 0.23, 0.22, 0.23, 0.21, 0.23, 0.22, 0.20, -0.61, 0.74, -0.86, 0.13, -0.23, -0.13, -0.09, -0.19, -0.20, -0.22, -0.14, 0.15, -0.49, 0.25, 0.22, 0.22, 0.22, 0.22, 0.21, -0.77, 0.25, -0.32, 0.08, -0.57, 0.10, -0.34, 0.40, 0.40, 0.21, 0.21, 0.21, 0.22

=====

Entry 2:
Below is C31H23Cl2CrN7O2S as an isolated structure at a distorted geometry, with properties calculated with ωB97M-V/def2-TZVPD.

Summary:
total charge = +1
Kohn-Sham gap (spin up / spin down) = 5.703 / 6.407 eV
spin multiplicity = 2
HOMO level (spin up / spin down) = -10.48 / -10.68 eV

Element x y z (Å)
Cr 0.3541 -0.4526 -0.8449
C 2.6121 -2.9097 3.0315
C 1.3688 -2.8393 2.4031
N 0.8289 -1.6784 2.0792
C 1.5342 -0.5762 2.3407
C 2.7978 -0.6607 2.9336
N 3.3144 -1.8213 3.2836
C 0.9230 0.7044 1.9637
C 1.0047 1.7732 2.8470
C 0.4242 3.0015 2.5270
C -0.2593 3.0689 1.3165
C -0.3481 1.9476 0.5053
N 0.2785 0.7762 0.7843
C -1.1843 1.9310 -0.6799
C -2.1442 2.9042 -0.9790
N -2.9251 2.8191 -2.0320
C -2.7856 1.7532 -2.8077
C -1.8685 0.7532 -2.5180
N -1.0687 0.8314 -1.4546
C 0.4943 4.1744 3.3992
C 1.6160 4.4250 4.1888
C 1.6434 5.5818 4.9521
N 0.6573 6.4575 4.9602
C -0.4196 6.2188 4.2370
C -0.5567 5.0934 3.4417
H 3.0623 -3.8425 3.3343
H 0.7991 -3.7220 2.1464
H 3.4169 0.2116 3.0881
H 1.4878 1.6250 3.7987
H -0.7206 3.9918 1.0055
H -2.2977 3.7666 -0.3469
H -3.4347 1.7018 -3.6693
H -1.7927 -0.1270 -3.1333
H 2.4551 3.7487 4.1921
H 2.4881 5.8174 5.5850
H -1.2073 6.9580 4.2985
H -1.4708 4.9207 2.8942
Cl 1.9163 1.1598 -1.7082
C 3.5298 0.5630 -1.5275
C 4.6080 1.3120 -1.9622
C 5.8875 0.7930 -1.8367
C 6.0832 -0.4529 -1.2624
C 5.0002 -1.1890 -0.8193
Cl 5.2344 -2.7240 -0.0984
C 3.6880 -0.7030 -0.9563
S 2.3480 -1.6547 -0.4183
H 4.4476 2.2830 -2.4043
H 6.7297 1.3649 -2.1930
H 7.0735 -0.8591 -1.1512
C 0.1099 -2.3559 -4.7152
C -0.3607 -1.9653 -3.3318
O -1.4680 -2.2837 -2.9010
O 0.4647 -1.2806 -2.6349
H 0.6918 -3.2715 -4.6398
H 0.7391 -1.5752 -5.1310
H -0.7435 -2.5349 -5.3621
C -3.1674 -3.4361 0.2604
C -3.1698 -2.1402 0.7585
C -2.0684 -1.3396 0.5328
N -0.9826 -1.7474 -0.1308
C -0.9495 -3.0192 -0.5279
C -2.0174 -3.8868 -0.3634
H -4.0314 -4.0745 0.3643
H -4.0182 -1.7542 1.3006
H -2.0509 -0.3240 0.9072
H -0.0358 -3.3553 -1.0020
H -1.9513 -4.8923 -0.7445

Forces on atoms 1 to 2 (eV/Å):
3.118 -2.106 -1.368
-0.169 -0.018 -0.117

How positive or negative is each atom? The natural (NBO) charges in e answer that: 0.85, 0.03, 0.02, -0.38, 0.10, 0.03, -0.35, 0.21, -0.18, 0.15, -0.25, 0.26, -0.48, 0.09, 0.04, -0.33, 0.01, 0.09, -0.44, -0.08, -0.23, 0.05, -0.38, 0.05, -0.24, 0.22, 0.21, 0.20, 0.24, 0.24, 0.21, 0.23, 0.25, 0.22, 0.21, 0.21, 0.22, 0.14, 0.04, -0.25, -0.19, -0.21, -0.03, 0.06, -0.28, 0.06, 0.24, 0.24, 0.24, -0.71, 0.80, -0.68, -0.71, 0.24, 0.23, 0.24, -0.12, -0.26, 0.12, -0.47, 0.12, -0.22, 0.23, 0.23, 0.18, 0.22, 0.24

=====

Entry 3:
Below is C31H24AuCl2N2OPS as an isolated structure at a distorted geometry, with properties calculated with ωB97M-V/def2-TZVPD.

Summary:
Kohn-Sham gap (spin up / spin down) = 6.906 / 5.474 eV
ΔE to the lowest compared entry with this formula, charge and spin = 0.188 eV
spin multiplicity = 3
HOMO level (spin up / spin down) = -7.23 / -7.40 eV

Element x y z (Å)
Au 0.2012 0.7593 1.0795
C -2.8938 -2.7766 -1.8591
C -2.5217 -3.1868 -0.4681
C -2.8747 -4.4551 -0.0212
C -2.5589 -4.8931 1.2506
C -1.8772 -4.0574 2.1200
C -1.5123 -2.7933 1.6972
C -1.8265 -2.3502 0.4157
P -1.2986 -0.6508 0.0182
C -0.6467 -0.6971 -1.6667
C -1.1983 0.1238 -2.6449
C -0.6182 0.2008 -3.8956
C 0.5229 -0.5338 -4.1658
C 1.0738 -1.3501 -3.1932
C 0.5061 -1.4456 -1.9302
C 1.0961 -2.3397 -0.8880
C -2.8123 0.3359 0.0655
C -4.0823 -0.1945 0.2279
C -5.1525 0.6363 0.5178
C -4.9391 1.9937 0.7237
C -3.6713 2.5260 0.6141
C -2.5856 1.7270 0.2306
C -1.2811 2.2729 0.0313
H -3.7471 -3.3570 -2.2072
H -2.0622 -2.9578 -2.5418
H -3.1435 -1.7188 -1.9137
H -3.4142 -5.1095 -0.6923
H -2.8489 -5.8845 1.5653
H -1.6319 -4.3871 3.1166
H -0.9758 -2.1233 2.3578
H -2.0906 0.6925 -2.4205
H -1.0513 0.8394 -4.6514
H 0.9879 -0.4715 -5.1386
H 1.9638 -1.9227 -3.4107
H 2.1115 -2.6266 -1.1538
H 0.4980 -3.2470 -0.7750
H 1.1273 -1.8335 0.0817
H -4.2380 -1.2611 0.1536
H -6.1432 0.2211 0.6113
H -5.7688 2.6325 0.9903
H -3.5034 3.5806 0.7854
H -1.1296 3.2955 0.3454
H -0.7728 2.0339 -0.8941
Cl 3.5524 2.6253 -2.6159
C 3.7399 2.6756 -0.9168
C 4.8737 3.2354 -0.3645
C 5.0239 3.2966 1.0097
Cl 6.4343 4.0007 1.6764
C 4.0208 2.8023 1.8730
C 4.1212 2.8483 3.2741
C 3.1078 2.3320 4.0414
C 1.9991 1.7774 3.4072
N 1.8759 1.7332 2.0956
C 2.8537 2.2140 1.3122
C 2.6624 2.1382 -0.1389
O 1.6194 1.6955 -0.6567
H 5.6519 3.6143 -1.0075
H 4.9977 3.2876 3.7235
H 3.1666 2.3348 5.1165
H 1.1905 1.3523 3.9820
S 3.9678 -0.3155 0.3436
C 5.4478 0.3051 0.5955
N 6.4766 0.8013 0.7838

Forces on atoms 1 to 2 (eV/Å):
0.031 -0.628 0.340
-0.034 -0.005 -0.117

How positive or negative is each atom? The natural (NBO) charges in e answer that: 0.70, -0.65, 0.02, -0.21, -0.18, -0.22, -0.17, -0.38, 0.95, -0.30, -0.22, -0.22, -0.18, -0.19, -0.01, -0.65, -0.42, -0.18, -0.22, -0.19, -0.21, 0.03, -0.50, 0.22, 0.24, 0.22, 0.21, 0.22, 0.22, 0.23, 0.22, 0.22, 0.22, 0.22, 0.24, 0.22, 0.22, 0.22, 0.22, 0.22, 0.21, 0.21, 0.23, 0.06, -0.11, -0.23, 0.01, 0.06, -0.05, -0.12, -0.26, 0.08, -0.51, 0.10, 0.51, -0.71, 0.25, 0.24, 0.23, 0.21, -0.16, 0.02, -0.44

=====

Entry 4:
Below is C31H24BO2P2S2Zr as an isolated structure at a distorted geometry, with properties calculated with ωB97M-V/def2-TZVPD.

Summary:
total charge = +1
Kohn-Sham gap (spin up / spin down) = 3.856 / 3.857 eV
ΔE to the lowest compared entry with this formula, charge and spin = 3.068 eV
HOMO level (spin up / spin down) = -7.73 / -7.73 eV

Element x y z (Å)
Zr 7.3961 11.2566 15.3029
S 6.9669 13.6545 14.5300
P 8.6885 12.8666 13.5307
C 8.5547 11.1409 13.6364
P 7.7867 9.8081 12.7718
S 6.4328 9.1222 14.1652
C 7.2373 9.8742 11.0553
C 5.9737 9.3889 10.7252
C 5.6555 9.1494 9.3958
C 6.5686 9.3673 8.3946
C 7.8872 9.7253 8.7304
C 8.2079 10.0858 10.0459
C 9.0803 8.4896 12.5891
C 8.7611 7.3675 11.8003
C 9.6634 6.3486 11.6707
C 10.9139 6.4509 12.2512
C 11.2566 7.6033 12.9509
C 10.2985 8.5961 13.2416
C 10.0016 13.5520 14.6023
C 10.0719 14.8871 14.6186
C 11.3044 15.4931 14.8321
C 12.2693 14.7818 15.4899
C 12.1725 13.4173 15.7352
C 10.9690 12.7833 15.3156
C 9.1028 13.3879 11.8191
C 10.4592 13.5506 11.5366
C 10.7836 14.2331 10.3697
C 9.7633 14.4875 9.4735
C 8.4199 14.2401 9.7177
C 8.0542 13.6480 10.9259
H 5.2437 9.2554 11.4992
H 4.6319 8.7303 9.1945
H 6.1805 9.2799 7.3503
H 8.6919 9.7278 7.9961
H 9.2403 10.3698 10.3403
H 7.7995 7.2848 11.2302
H 9.3694 5.4650 11.0531
H 11.6567 5.6689 12.1178
H 12.2984 7.7688 13.1825
H 10.5472 9.3512 13.9923
H 9.1609 15.4533 14.2936
H 11.5572 16.4936 14.4816
H 13.2123 15.2842 15.6731
H 12.9498 12.8295 16.1763
H 11.1430 11.7188 14.9957
H 11.2376 13.2491 12.2693
H 11.8255 14.4895 10.2216
H 10.0713 14.8542 8.4711
H 7.6261 14.5452 8.9334
H 7.0515 13.3812 11.1890
O 9.2076 11.3779 16.4020
B 10.2153 12.4149 16.6620
O 9.9965 12.8449 17.9424
C 9.1293 11.8746 18.5956
C 8.9833 11.6616 19.9490
C 7.9691 10.7067 20.2941
C 7.1312 10.1494 19.3861
C 7.4114 10.3226 17.9982
C 8.4596 11.1239 17.6368
H 9.6528 12.1163 20.6512
H 7.7978 10.5920 21.3422
H 6.2337 9.5410 19.6508
H 6.7030 9.8261 17.3377

Forces on atoms 1 to 2 (eV/Å):
-0.317 0.881 -1.653
-0.332 -0.660 -0.618

How positive or negative is each atom? The natural (NBO) charges in e answer that: 1.59, -0.51, 1.41, -1.46, 1.43, -0.50, -0.42, -0.18, -0.21, -0.18, -0.19, -0.18, -0.39, -0.19, -0.20, -0.19, -0.22, -0.13, -0.48, -0.15, -0.29, -0.20, -0.20, -0.60, -0.41, -0.19, -0.19, -0.20, -0.22, -0.14, 0.23, 0.23, 0.24, 0.23, 0.24, 0.23, 0.23, 0.23, 0.22, 0.22, 0.23, 0.23, 0.22, 0.22, 0.25, 0.24, 0.23, 0.23, 0.24, 0.22, -0.73, 1.20, -0.66, 0.34, -0.22, -0.17, -0.18, -0.28, 0.09, 0.26, 0.24, 0.25, 0.23